{"formula": "C24H18AuN4O3", "method": "the ωB97M-V functional and the def2-TZVPD basis", "total_charge": 1, "homo_ha": -0.4287, "de_lowest_kcal_mol": 18.87, "multiplicity": 1, "homo_lumo_gap_ha": 0.242, "total_energy_ha": -1505.5430, "lumo_energy_ev": -5.09, "max_force_ev_per_a": 4.19, "elements": ["Au", "O", "O", "O", "N", "N", "N", "N", "C", "C", "C", "C", "C", "C", "C", "C", "C", "C", "C", "C", "C", "C", "C", "C", "C", "C", "C", "C", "C", "C", "C", "C", "H", "H", "H", "H", "H", "H", "H", "H", "H", "H", "H", "H", "H", "H", "H", "H", "H", "H"], "coordinates": [[0.409954, 0.172676, 0.010310], [-1.547046, 0.449376, -0.108190], [0.351454, -1.726024, 3.871110], [0.482454, -0.034924, 2.401410], [-0.847746, 2.628676, -0.030390], [0.397554, -1.856224, 0.337410], [0.352854, 2.100876, -0.056590], [2.351254, 0.482176, -0.052690], [0.373254, -4.627624, -2.766990], [-4.162546, 1.077776, 0.142410], [0.362654, -4.559424, 0.942010], [-5.919246, 2.705376, 0.172110], [4.652354, -0.078524, 0.162210], [3.330554, -0.421724, 0.041610], [2.648054, 1.838376, 0.040910], [0.382254, -2.756124, -0.685890], [-3.629446, 3.442076, 0.152910], [-3.208446, 2.106376, 0.098910], [-5.505146, 1.377076, 0.176010], [0.373354, -4.151424, -0.403990], [0.376854, -2.270624, 1.584310], [1.555754, 2.720476, 0.014310], [0.400654, -1.204424, 2.784710], [0.376754, -3.251924, -3.041790], [-1.813446, 1.733976, -0.011990], [0.373154, -5.070624, -1.473990], [-4.978046, 3.731376, 0.180710], [4.005154, 2.225576, 0.152910], [4.996654, 1.284876, 0.202310], [1.644154, 4.199576, 0.126010], [0.384954, -2.334324, -2.024190], [0.357454, -3.620624, 1.940910], [0.642654, 4.618276, 0.164710], [4.239254, 3.275176, 0.191610], [-6.973646, 2.935076, 0.170910], [0.377054, -1.273824, -2.227690], [-5.309246, 4.757976, 0.214710], [-3.818746, 0.056276, 0.150310], [6.032754, 1.573576, 0.271210], [0.356154, -5.615024, 1.168210], [0.370354, -5.330824, -3.583590], [2.179454, 4.463576, 1.038710], [-6.233446, 0.580876, 0.205910], [-2.885946, 4.221776, 0.176910], [2.188354, 4.639776, -0.709190], [3.024954, -1.456724, -0.004490], [0.366054, -6.124424, -1.243090], [5.405654, -0.845224, 0.213510], [0.370354, -2.916524, -4.066390], [0.339554, -3.871924, 2.988910]], "atomic_forces_ev_per_a": [[-0.685, -0.500, 0.352], [-0.541, -0.102, 0.178], [-0.021, -0.038, 0.899], [0.154, 1.773, -0.246], [-0.579, 1.659, 0.145], [-0.052, -0.116, -0.232], [2.973, 0.727, -0.300], [1.724, 1.156, 0.502], [0.014, -0.163, 0.100], [0.420, 0.146, -0.056], [-0.012, 0.267, 0.496], [0.271, -0.086, 0.013], [0.456, 1.053, -0.008], [-0.449, -0.263, -0.171], [2.347, -2.307, -0.156], [0.019, -0.941, -0.497], [0.310, -0.359, -0.051], [-0.695, 0.025, 0.013], [-0.196, 0.191, 0.012], [0.018, 0.517, -0.206], [0.018, 0.744, 1.311], [-4.162, 0.478, -0.115], [-0.062, -1.845, -0.917], [0.017, 0.183, 0.161], [0.631, -0.776, -0.029], [-0.023, 0.187, -0.090], [-0.212, -0.035, 0.028], [-1.627, 0.316, -0.168], [0.005, -1.393, -0.018], [0.020, -0.045, 0.135], [-0.013, -0.001, -0.107], [-0.012, -0.657, -0.709], [0.028, 0.026, -0.006], [0.006, 0.181, 0.038], [-0.081, 0.066, 0.044], [-0.010, 0.121, -0.162], [0.007, 0.084, -0.013], [-0.056, -0.104, -0.044], [0.095, 0.089, 0.047], [-0.007, -0.134, 0.048], [-0.008, -0.100, -0.086], [-0.025, 0.046, 0.066], [-0.052, -0.040, -0.013], [0.037, 0.151, -0.068], [-0.001, -0.069, -0.107], [-0.059, -0.045, 0.024], [0.002, -0.134, -0.009], [0.059, -0.113, 0.016], [0.000, 0.067, -0.111], [0.006, 0.112, 0.068]]}



{"formula": "C3H15NO5", "method": "the ωB97M-V functional and the def2-TZVPD basis", "total_charge": 0, "smiles": "CN(C)C=O.O.O.O.O", "homo_ha": -0.3587, "de_lowest_kcal_mol": 58.09, "multiplicity": 1, "homo_lumo_gap_ha": 0.377, "total_energy_ha": -554.1976, "lumo_energy_ev": 0.51, "max_force_ev_per_a": 4.95, "elements": ["O", "O", "O", "O", "O", "N", "C", "C", "C", "H", "H", "H", "H", "H", "H", "H", "H", "H", "H", "H", "H", "H", "H", "H"], "coordinates": [[2.192538, -0.283713, 1.176800], [0.391878, 1.746971, 0.144376], [-0.532250, -0.379233, 1.611682], [2.794352, 1.622994, -0.698139], [1.328832, -1.861502, -1.279068], [-1.942012, -0.467533, -0.128824], [-2.050104, -0.620235, -1.551558], [-2.605293, 0.702993, 0.400457], [-0.850977, -0.984827, 0.584789], [2.073012, 2.225605, -0.447249], [2.079355, -1.341118, -1.130701], [-2.345025, 1.500659, -0.239889], [2.530327, 0.834030, -0.116134], [-3.717072, 0.748769, 0.369238], [-1.403413, -1.407552, -1.844952], [-3.082642, -0.663016, -1.848270], [1.367249, -0.126086, 1.556585], [1.247746, -1.815049, -2.219856], [0.130967, 1.741071, 1.107276], [2.739283, -0.138918, 1.966273], [-1.380084, 0.085332, -2.179722], [-2.346774, 0.974733, 1.551720], [-0.213738, 1.220649, -0.266885], [-0.449662, -1.918096, 0.396988]], "atomic_forces_ev_per_a": [[2.745, -0.509, 0.305], [1.514, 2.823, 3.448], [0.441, -0.892, -0.235], [-0.285, -1.065, 0.871], [-1.652, -1.099, 0.066], [0.949, -0.712, 0.742], [2.078, 0.879, -0.797], [-0.551, 1.027, 3.040], [-2.841, 3.494, 2.055], [0.477, -0.279, -0.412], [1.876, 1.342, 0.889], [0.542, 1.469, -0.386], [0.725, 1.523, -1.011], [0.550, -1.058, -0.180], [-0.354, -2.027, -0.063], [-0.115, -0.141, -0.528], [-2.965, 0.126, 0.501], [-0.255, -0.172, -1.008], [0.257, -0.091, -1.650], [0.462, -0.175, -0.603], [-1.677, 0.442, 1.109], [-0.281, -0.919, -3.065], [-2.485, -2.160, -1.711], [0.844, -1.826, -1.377]]}



{"formula": "C13H15NSrTe", "method": "the ωB97M-V functional and the def2-TZVPD basis", "total_charge": -2, "homo_ha": [-0.0035, 0.0272], "de_lowest_kcal_mol": 13.43, "multiplicity": 1, "homo_lumo_gap_ha": [0.178, 0.148], "total_energy_ha": -857.5917, "lumo_energy_ev": [4.76, 4.77], "max_force_ev_per_a": 5.15, "elements": ["Te", "Sr", "N", "C", "C", "C", "C", "C", "C", "C", "C", "C", "C", "C", "C", "C", "H", "H", "H", "H", "H", "H", "H", "H", "H", "H", "H", "H", "H", "H", "H"], "coordinates": [[-2.108405, 0.094957, 1.148340], [-0.224524, -0.723949, -1.353580], [-3.790592, -0.577166, -2.001876], [1.103796, 0.333724, 4.836549], [1.296270, -0.570842, 3.778405], [0.369974, -0.652847, 2.730497], [-1.131914, 1.721238, -2.513490], [0.579410, -2.941916, -1.440391], [1.116936, 2.027007, -2.261350], [-0.478882, 0.930787, -3.491213], [-0.927024, 1.158750, 3.779847], [0.918128, 1.129736, -3.335537], [-0.008340, 1.190146, 4.839892], [1.393968, -2.599004, -2.486894], [-0.732557, 0.236927, 2.714322], [-0.144214, 2.386533, -1.755029], [2.090020, 2.454042, -1.938281], [2.174624, -1.218868, 3.777303], [-0.189780, -3.667984, -1.793524], [2.477050, -2.760640, -2.591465], [-2.227940, 1.842995, -2.400945], [-0.978404, 0.260612, -4.224554], [-0.151347, 1.881485, 5.673632], [1.821492, 0.368249, 5.660505], [0.449407, -1.391327, 1.928962], [-1.800616, 1.806379, 3.739267], [0.115570, -2.611652, -0.456407], [-3.301116, -1.525715, -2.107440], [1.694182, 0.735712, -4.018421], [-0.352724, 3.113751, -0.942620], [0.947559, -2.431113, -3.494519]], "atomic_forces_ev_per_a": [[-0.460, -0.029, -0.272], [-1.440, 3.809, -0.586], [1.092, -0.983, 0.008], [-0.059, -0.009, -0.170], [-0.284, 0.080, -0.090], [-0.039, 0.892, 0.929], [-0.764, 0.400, -0.154], [-2.734, -4.199, 1.188], [0.917, 0.126, 0.110], [-0.263, 0.027, -0.514], [0.985, -0.819, -0.110], [0.386, -0.335, -0.650], [-0.120, -0.196, -0.425], [1.891, 1.189, -1.660], [0.018, -0.144, 0.468], [-0.600, 0.472, 0.392], [-0.751, -0.471, -0.202], [-0.193, 0.082, 0.057], [-0.325, 0.536, 0.281], [-0.096, 0.745, 0.565], [0.942, -0.435, 0.067], [0.415, 0.650, 0.549], [0.025, -0.135, -0.182], [-0.185, 0.004, -0.245], [0.161, 0.205, 0.304], [0.222, -0.058, 0.116], [2.050, -0.843, -0.272], [-0.641, 0.731, 0.007], [-0.478, 0.145, 0.659], [0.231, -0.731, -0.598], [0.095, -0.704, 0.429]]}